one:
DFT (ωB97M-V with the def2-TZVPD basis set) results for 2 unconnected molecules or ions with the total composition C4H14N3O.

Cartesian coordinates (Å):
C  0.131  0.552  2.263
N  -0.678  -0.475  1.582
C  -1.961  -0.703  2.082
N  -2.544  -1.814  1.954
H  -0.097  1.556  1.885
H  -0.106  0.633  3.323
H  1.185  0.360  2.096
H  -0.189  -1.357  1.536
H  -2.420  0.170  2.558
H  -3.504  -1.723  2.270
C  1.450  -0.025  -2.595
O  2.842  0.171  -2.589
C  1.002  0.391  -1.220
N  -0.488  0.463  -1.094
H  1.124  -1.059  -2.768
H  0.967  0.544  -3.400
H  3.182  -0.182  -3.417
H  1.359  -0.289  -0.451
H  1.373  1.373  -0.926
H  -0.979  -0.264  -1.622
H  -0.848  1.374  -1.388
H  -0.800  0.307  -0.080

The spin multiplicity is 1. As for the total charge: +1.

Atom charges from the Löwdin analysis, given in e for atoms 1 to 4:
1. C -0.09
2. N -0.12
3. C -0.33
4. N 0.11

two:
DFT (ωB97M-V with the def2-TZVPD basis set) results for 2 unconnected molecules or ions with the total composition C4H14N3O.

Cartesian coordinates (Å):
C  -2.208  -0.208  0.350
C  -1.398  1.105  0.373
C  0.103  0.917  0.361
C  0.713  0.796  -0.818
N  2.056  0.514  -1.032
N  0.773  1.109  1.573
N  -1.469  -1.401  -0.212
H  -3.070  -0.022  -0.284
H  -2.596  -0.535  1.293
H  -1.698  1.749  -0.444
H  -1.739  1.592  1.263
H  0.146  0.783  -1.739
H  2.490  0.725  -1.909
H  2.625  0.311  -0.233
H  1.704  1.478  1.627
H  0.464  0.601  2.387
H  -1.467  -2.121  0.500
H  -1.887  -1.782  -1.055
H  -0.428  -1.253  -0.336
H  1.770  -2.247  0.225
H  1.644  -1.470  -1.099
O  1.139  -2.001  -0.465

The spin multiplicity is 1. As for the total charge: +1.

Atom charges from the Löwdin analysis, given in e for atoms 1 to 4:
1. C -0.11
2. C -0.11
3. C -0.37
4. C -0.19

The energy of each structure relative to the most stable one, in hartree, is as follows: one 0.0141; two 0.0000.

one:
DFT (ωB97M-V with the def2-TZVPD basis set) results for 11 unconnected molecules or ions with the total composition C22H66O22.

Cartesian coordinates (Å):
O  4.942  33.897  0.855
C  6.322  34.122  0.684
C  7.127  32.837  0.746
O  8.454  33.146  0.274
H  4.910  33.298  1.564
H  6.464  34.690  -0.203
H  6.830  34.620  1.485
H  6.705  32.010  0.025
H  7.181  32.513  1.821
H  8.565  32.618  -0.560
O  11.772  30.900  -4.122
C  11.864  32.247  -3.611
C  10.991  32.234  -2.378
O  11.370  31.158  -1.586
H  11.811  30.869  -5.089
H  12.855  32.649  -3.421
H  11.446  32.997  -4.308
H  9.971  32.019  -2.641
H  11.035  33.290  -1.908
H  11.653  30.566  -2.323
O  3.287  35.338  -1.131
C  2.941  34.023  -1.401
C  2.125  33.997  -2.648
O  1.412  32.818  -2.720
H  3.761  35.130  -0.275
H  3.804  33.422  -1.584
H  2.333  33.759  -0.604
H  2.702  34.201  -3.519
H  1.425  34.777  -2.551
H  0.517  32.931  -2.599
O  5.506  28.644  4.349
C  5.367  29.958  4.575
C  5.141  30.622  3.192
O  5.083  32.054  3.360
H  6.362  28.437  4.054
H  4.519  30.203  5.201
H  6.189  30.421  5.097
H  4.186  30.272  2.758
H  5.993  30.426  2.511
H  4.393  32.204  3.999
O  9.502  31.928  2.379
C  10.778  32.077  2.854
C  11.748  32.779  1.930
O  12.962  32.950  2.619
H  9.400  32.633  1.755
H  10.758  32.493  3.842
H  11.207  31.054  2.984
H  11.301  33.698  1.745
H  11.921  32.129  1.087
H  13.704  33.014  2.021
O  5.734  27.819  -0.726
C  5.370  29.139  -0.391
C  4.667  29.815  -1.562
O  4.401  31.064  -1.127
H  6.018  27.439  0.139
H  4.912  29.253  0.581
H  6.400  29.589  -0.135
H  3.800  29.211  -1.878
H  5.403  29.801  -2.354
H  3.688  30.994  -0.495
O  6.309  32.558  -2.596
C  5.752  33.228  -3.657
C  4.782  32.393  -4.474
O  4.621  33.095  -5.636
H  5.615  32.457  -1.931
H  5.170  34.008  -3.212
H  6.564  33.502  -4.320
H  3.819  32.257  -3.926
H  5.206  31.330  -4.691
H  4.017  32.679  -6.159
O  8.898  29.981  -0.674
C  9.083  29.233  0.507
C  10.541  28.718  0.577
O  10.795  27.867  -0.576
H  9.648  30.554  -0.804
H  8.688  29.773  1.397
H  8.331  28.398  0.514
H  10.614  27.963  1.430
H  11.319  29.420  0.727
H  11.650  27.449  -0.416
O  6.041  32.917  7.151
C  6.782  33.324  5.982
C  5.957  34.335  5.207
O  6.672  34.438  4.032
H  5.196  32.719  6.680
H  7.841  33.673  6.209
H  6.883  32.466  5.374
H  5.812  35.337  5.667
H  4.887  34.052  4.911
H  7.265  33.676  3.992
O  2.850  31.175  0.957
C  1.907  30.207  0.583
C  0.885  30.553  -0.467
O  0.156  29.468  -0.700
H  2.937  31.195  1.917
H  2.611  29.550  0.088
H  1.536  29.857  1.479
H  1.553  30.784  -1.315
H  0.156  31.336  -0.312
H  0.713  28.769  -1.031
O  2.316  31.817  3.593
C  1.414  32.883  3.364
C  2.218  33.968  2.583
O  1.320  35.032  2.358
H  1.843  31.316  4.271
H  0.698  32.369  2.698
H  1.098  33.143  4.383
H  2.667  33.561  1.691
H  3.143  34.293  3.009
H  0.431  34.791  2.191

As for the structure (SMILES): OCCO.OCCO.OCCO.OCCO.OCCO.OCCO.OCCO.OCCO.OCCO.OCCO.OCCO. The spin multiplicity is 1.

Atom charges from the Löwdin analysis, given in e for atoms 1 to 4:
1. O -0.04
2. C -0.21
3. C -0.21
4. O -0.10

two:
DFT (ωB97M-V with the def2-TZVPD basis set) results for 11 unconnected molecules or ions with the total composition C22H66O22.

Cartesian coordinates (Å):
O  -26.824  -13.589  5.489
C  -25.895  -13.492  4.419
C  -26.271  -14.403  3.284
O  -26.150  -15.782  3.637
H  -27.665  -13.176  5.215
H  -25.814  -12.467  4.035
H  -24.922  -13.784  4.821
H  -25.610  -14.233  2.436
H  -27.327  -14.212  3.065
H  -26.614  -15.923  4.471
O  -25.767  -12.873  -7.224
C  -27.010  -13.011  -6.546
C  -26.877  -13.105  -5.041
O  -28.171  -13.276  -4.470
H  -25.381  -13.731  -7.423
H  -27.595  -12.165  -6.926
H  -27.609  -13.846  -6.931
H  -26.406  -12.216  -4.619
H  -26.264  -13.984  -4.824
H  -28.505  -12.398  -4.242
O  -30.113  -15.073  2.273
C  -29.465  -15.978  3.158
C  -28.733  -17.099  2.465
O  -29.698  -17.988  1.883
H  -30.891  -15.469  1.861
H  -28.787  -15.481  3.847
H  -30.240  -16.484  3.744
H  -28.107  -17.669  3.159
H  -28.043  -16.764  1.680
H  -29.204  -18.732  1.526
O  -28.476  -10.524  -3.528
C  -28.391  -9.099  -3.602
C  -29.417  -8.540  -4.600
O  -29.162  -8.883  -5.964
H  -29.298  -10.728  -3.069
H  -28.736  -8.720  -2.630
H  -27.355  -8.802  -3.761
H  -29.381  -7.445  -4.534
H  -30.409  -8.886  -4.314
H  -28.209  -8.772  -6.064
O  -31.886  -10.154  0.013
C  -32.325  -10.740  1.255
C  -33.487  -11.677  0.944
O  -34.566  -10.974  0.329
H  -32.563  -9.527  -0.259
H  -31.485  -11.261  1.710
H  -32.634  -9.898  1.880
H  -33.838  -12.144  1.868
H  -33.159  -12.498  0.299
H  -34.368  -11.022  -0.612
O  -28.982  -12.269  4.405
C  -30.333  -11.942  4.759
C  -31.167  -13.195  4.967
O  -31.849  -13.510  3.745
H  -28.734  -11.568  3.790
H  -30.351  -11.413  5.722
H  -30.832  -11.266  4.067
H  -31.865  -13.080  5.796
H  -30.565  -14.060  5.258
H  -31.204  -14.098  3.301
O  -23.239  -9.228  3.514
C  -24.644  -9.327  3.530
C  -25.196  -9.816  2.216
O  -24.797  -11.180  2.001
H  -22.890  -9.038  2.642
H  -24.898  -10.045  4.311
H  -25.140  -8.393  3.815
H  -25.045  -9.222  1.309
H  -26.295  -9.876  2.252
H  -25.282  -11.485  1.217
O  -28.274  -15.801  -3.366
C  -29.220  -15.695  -2.307
C  -29.490  -17.086  -1.751
O  -30.225  -17.914  -2.629
H  -28.190  -14.927  -3.797
H  -28.865  -15.031  -1.516
H  -30.151  -15.328  -2.755
H  -29.975  -16.973  -0.782
H  -28.518  -17.565  -1.583
H  -29.645  -18.109  -3.371
O  -25.693  -17.707  0.148
C  -25.115  -16.902  -0.843
C  -25.704  -15.512  -1.020
O  -25.484  -14.710  0.127
H  -25.660  -17.229  0.987
H  -24.052  -16.695  -0.641
H  -25.219  -17.425  -1.795
H  -26.780  -15.612  -1.205
H  -25.243  -14.960  -1.850
H  -26.176  -14.029  0.124
O  -28.175  -13.913  0.605
C  -28.278  -12.496  0.668
C  -27.658  -11.840  -0.526
O  -26.241  -11.838  -0.402
H  -28.852  -14.276  1.190
H  -29.345  -12.232  0.691
H  -27.900  -12.104  1.621
H  -27.971  -10.789  -0.608
H  -27.981  -12.270  -1.479
H  -25.810  -11.881  -1.271
O  -22.059  -10.675  -1.870
C  -23.434  -10.279  -1.939
C  -24.206  -11.125  -2.913
O  -24.413  -12.462  -2.474
H  -21.983  -11.352  -1.189
H  -23.855  -10.295  -0.928
H  -23.422  -9.222  -2.204
H  -23.795  -11.099  -3.924
H  -25.200  -10.649  -2.998
H  -24.445  -13.084  -3.202

As for the structure (SMILES): OCCO.OCCO.OCCO.OCCO.OCCO.OCCO.OCCO.OCCO.OCCO.OCCO.OCCO. The spin multiplicity is 1.

Atom charges from the Löwdin analysis, given in e for atoms 1 to 4:
1. O -0.08
2. C -0.23
3. C -0.23
4. O -0.07

The energy of each structure relative to the most stable one, in hartree, is as follows: one 0.1927; two 0.0000.